1.
This record from the OMol25 dataset describes a molecular structure, C30H20F12N3NaO2Se2 at a distorted geometry. The level of theory is ωB97M-V with the def2-TZVPD basis set.

The LUMO energy is 3.9 eV. Its spin multiplicity is 1. Its molar mass is 863.40 g/mol. As for the total charge: -2. The energy above the lowest of the compared OMol25 structures with the same formula, charge and spin comes out at 2.393 eV. The value obtained for the total energy is -207721.1723 eV. Its HOMO energy is -0.496 eV.

Each line ends with the natural charge from an NBO analysis.
Element x y z (Å)
Na1 -1.00 -0.68 -0.41  0.828
C1 3.96 -1.37 4.55  -0.613
C2 3.16 -1.06 3.31  -0.113
C3 3.76 -0.62 2.14  -0.222
C4 2.99 -0.27 1.06  -0.268
C5 1.57 -0.32 1.05  0.186
N1 0.90 0.05 -0.05  -0.690
C6 1.30 1.07 -0.83  0.303
C7 2.06 2.16 -0.31  -0.322
C8 2.54 3.18 -1.09  -0.209
C9 2.28 3.21 -2.45  -0.142
C10 2.85 4.28 -3.35  -0.612
C11 1.45 2.22 -2.96  -0.133
C12 0.93 1.19 -2.20  -0.171
C13 0.01 0.16 -2.87  0.130
O1 -1.06 -0.24 -2.21  -0.900
C14 0.95 -1.04 -3.26  0.935
F1 1.30 -1.80 -2.22  -0.325
F2 2.12 -0.65 -3.83  -0.356
F3 0.40 -1.90 -4.16  -0.352
C15 -0.52 0.66 -4.26  0.954
F4 0.36 0.76 -5.31  -0.366
F5 -1.46 -0.18 -4.72  -0.333
F6 -1.12 1.86 -4.20  -0.344
C16 0.98 -0.90 2.21  -0.051
C17 1.78 -1.21 3.30  -0.212
C18 -0.52 -1.19 2.37  0.122
O2 -1.36 -0.84 1.43  -0.899
C19 -0.68 -2.74 2.53  0.946
F7 -0.26 -3.38 1.42  -0.339
F8 -0.05 -3.39 3.55  -0.358
F9 -1.97 -3.10 2.69  -0.349
C20 -1.02 -0.55 3.72  0.947
F10 -0.51 0.69 3.91  -0.343
F11 -2.35 -0.39 3.74  -0.334
F12 -0.75 -1.21 4.89  -0.364
H1 4.99 -1.01 4.43  0.192
H2 3.99 -2.44 4.75  0.193
H3 3.52 -0.88 5.42  0.198
H4 4.84 -0.53 2.08  0.178
H5 3.46 0.06 0.14  0.207
H6 2.26 2.15 0.76  0.203
H7 3.13 3.97 -0.63  0.176
H8 3.79 4.66 -2.94  0.191
H9 2.16 5.12 -3.45  0.188
H10 3.04 3.88 -4.34  0.200
H11 1.23 2.28 -4.02  0.192
H12 1.34 -1.61 4.20  0.207
Se1 -3.69 0.36 -1.14  0.217
Se2 -4.03 -0.86 0.71  0.237
C21 -3.45 -2.55 0.09  0.064
C22 -4.12 -3.71 0.50  -0.270
C23 -3.72 -4.91 -0.04  -0.178
C24 -2.66 -4.93 -0.94  -0.292
C25 -2.06 -3.72 -1.26  0.075
N2 -2.47 -2.57 -0.78  -0.453
C26 -2.80 1.90 -0.47  0.060
C27 -3.41 3.15 -0.59  -0.279
C28 -2.76 4.24 -0.05  -0.191
C29 -1.54 4.05 0.57  -0.258
C30 -1.03 2.76 0.64  0.068
N3 -1.65 1.73 0.13  -0.402
H13 -4.92 -3.63 1.23  0.213
H14 -4.24 -5.83 0.23  0.197
H15 -2.33 -5.86 -1.37  0.202
H16 -1.23 -3.66 -1.95  0.206
H17 -4.38 3.22 -1.08  0.214
H18 -3.21 5.23 -0.11  0.196
H19 -1.00 4.89 1.00  0.203
H20 -0.08 2.55 1.12  0.212

2.
This record from the OMol25 dataset describes 2 unconnected molecules or ions with the total composition C27H31N5O5 at a distorted geometry. The level of theory is ωB97M-V with the def2-TZVPD basis set.

The LUMO energy is 0.2 eV. Its spin multiplicity is 1. Its molar mass is 505.57 g/mol. As for the total charge: 0. The energy above the lowest of the compared OMol25 structures with the same formula, charge and spin comes out at 0.000 eV. The value obtained for the total energy is -46190.3309 eV. Its HOMO energy is -8.191 eV.

Each line ends with the natural charge from an NBO analysis.
Element x y z (Å)
O1 1.31 -2.17 -0.32  -0.641
C1 0.65 -3.12 0.09  0.538
C2 -0.18 -2.92 1.28  -0.454
C3 -0.01 -1.83 2.11  0.138
N1 -0.78 -1.62 3.26  -0.405
C4 -0.48 -0.42 4.08  -0.190
C5 -1.76 0.17 4.69  -0.427
C6 -2.48 -0.89 5.47  -0.152
C7 -3.23 -0.88 6.61  -0.053
N2 -3.60 -2.20 6.81  -0.349
N3 -3.11 -3.04 5.86  -0.266
C8 -2.43 -2.27 5.04  0.184
C9 -1.68 -2.68 3.80  -0.263
C10 0.64 -4.40 -0.67  -0.264
C11 0.07 -5.57 -0.13  -0.139
C12 0.04 -6.76 -0.87  -0.268
C13 0.58 -6.81 -2.15  -0.161
C14 1.16 -5.66 -2.69  -0.304
C15 1.19 -4.47 -1.97  0.440
O2 1.76 -3.38 -2.55  -0.691
H1 -0.94 -3.65 1.50  0.207
H2 0.75 -1.11 1.85  0.226
H3 0.21 -0.70 4.89  0.189
H4 0.01 0.35 3.48  0.210
H5 -1.51 1.02 5.34  0.223
H6 -2.40 0.54 3.89  0.222
H7 -3.47 -0.02 7.22  0.226
H8 -4.18 -2.51 7.59  0.412
H9 -1.09 -3.58 4.04  0.216
H10 -2.42 -2.95 3.05  0.221
H11 -0.34 -5.60 0.87  0.212
H12 -0.40 -7.66 -0.44  0.213
H13 0.55 -7.73 -2.73  0.216
H14 1.59 -5.68 -3.69  0.226
H15 1.75 -2.66 -1.88  0.510
C16 0.71 5.72 -2.08  -0.421
N4 1.68 5.00 -1.26  -0.605
C17 2.30 3.85 -1.53  0.684
O3 3.11 3.43 -0.72  -0.637
C18 1.99 3.05 -2.82  -0.123
C19 1.19 1.78 -2.48  -0.422
C20 0.01 2.03 -1.56  -0.058
C21 -1.16 2.65 -2.05  -0.196
C22 -2.22 2.96 -1.18  -0.295
C23 -2.11 2.63 0.19  0.288
O4 -3.13 2.92 1.05  -0.672
C24 -0.95 1.99 0.68  -0.218
C25 0.11 1.70 -0.20  -0.184
N5 3.22 2.68 -3.52  -0.610
C26 3.42 2.56 -4.83  0.674
C27 2.28 2.82 -5.80  -0.714
O5 4.52 2.27 -5.27  -0.626
H16 -0.20 5.13 -2.20  0.207
H17 1.13 5.94 -3.07  0.197
H18 0.45 6.66 -1.60  0.218
H19 1.94 5.41 -0.38  0.410
H20 1.37 3.67 -3.46  0.205
H21 1.86 1.06 -2.00  0.236
H22 0.83 1.32 -3.41  0.218
H23 -1.24 2.89 -3.10  0.211
H24 -3.11 3.44 -1.55  0.207
H25 -3.92 3.20 0.58  0.483
H26 -0.89 1.75 1.73  0.205
H27 1.00 1.22 0.18  0.229
H28 4.03 2.50 -2.94  0.426
H29 1.96 3.86 -5.71  0.218
H30 2.64 2.64 -6.81  0.249
H31 1.45 2.15 -5.59  0.219

3.
This record from the OMol25 dataset describes a molecular structure, C21H33Cl2N4O3Tl at a distorted geometry. The level of theory is ωB97M-V with the def2-TZVPD basis set.

The LUMO energy (spin up / spin down) is 0.2 / 0.2 eV. Its spin multiplicity is 1. Its molar mass is 664.81 g/mol. As for the total charge: 0. The value obtained for the total energy is -64150.9229 eV. Its HOMO energy (spin up / spin down) is -5.654 / -5.656 eV.

Each line ends with the Löwdin charge.
Element x y z (Å)
O1 -0.44 1.01 -3.25  -0.058
C1 -0.39 2.00 -4.01  -0.183
C2 -0.75 2.10 -5.50  -0.170
C3 -1.36 0.97 -6.06  -0.037
H1 -1.80 0.24 -5.38  0.118
C4 -1.33 0.77 -7.44  -0.080
H2 -1.74 -0.16 -7.82  0.101
C5 -0.78 1.73 -8.29  -0.082
H3 -0.71 1.52 -9.36  0.104
C6 -0.32 2.93 -7.76  -0.085
H4 0.04 3.71 -8.44  0.102
C7 -0.33 3.15 -6.37  -0.032
H5 -0.01 4.10 -5.95  0.112
H6 -0.04 2.96 -3.58  0.102
C8 3.18 0.32 -1.57  -0.155
C9 2.36 0.44 -0.35  -0.500
H7 4.24 0.29 -1.30  0.069
H8 3.01 1.17 -2.24  0.068
H9 2.93 -0.61 -2.10  0.009
C10 2.70 0.39 0.93  -0.264
C11 4.09 0.11 1.48  -0.097
H10 1.95 0.48 1.72  0.055
H11 4.84 0.12 0.68  0.058
H12 4.10 -0.87 1.97  0.064
H13 4.37 0.84 2.26  0.064
Tl1 0.10 -0.17 -0.34  0.573
Cl1 1.18 -2.15 -1.40  -0.050
Cl2 0.56 2.30 -0.65  0.109
C12 1.33 -3.05 2.14  -0.305
O2 0.52 -2.11 2.13  -0.060
N1 1.75 -3.72 3.24  -0.196
C13 1.21 -3.42 4.56  -0.044
C14 2.73 -4.80 3.17  -0.054
H14 1.80 -3.39 1.19  0.111
H15 0.56 -2.55 4.50  0.085
H16 2.05 -3.24 5.24  0.089
H17 0.65 -4.28 4.94  0.089
H18 3.12 -4.84 2.14  0.091
H19 2.28 -5.77 3.43  0.090
H20 3.56 -4.60 3.87  0.091
H21 -0.65 2.98 5.13  0.085
H22 -2.35 4.11 3.82  0.088
C15 0.07 3.00 4.31  -0.038
C16 -1.68 4.15 2.94  -0.047
N2 -0.65 3.12 3.05  -0.185
H23 0.67 2.10 4.30  0.088
C17 -0.55 2.16 2.11  -0.383
O3 -0.03 1.04 2.24  -0.097
H24 -2.26 3.95 2.03  0.089
H25 -0.99 2.46 1.14  0.038
H26 0.72 3.87 4.45  0.092
H27 -1.24 5.16 2.87  0.092
C18 -4.30 -3.13 1.69  -0.008
N3 -3.53 -2.05 1.08  -0.119
C19 -4.09 -0.87 0.58  -0.042
C20 -3.06 -0.17 0.01  -0.094
N4 -1.88 -0.89 0.17  -0.058
C21 -2.20 -2.04 0.82  -0.079
H28 -4.92 -2.72 2.51  0.098
H29 -4.96 -3.57 0.94  0.100
H30 -3.61 -3.89 2.09  0.098
H31 -5.14 -0.63 0.68  0.124
H32 -3.06 0.79 -0.49  0.120
H33 -1.51 -2.84 1.10  0.137

4.
This record from the OMol25 dataset describes C14H16N2O3 in the gas phase at a distorted geometry. The level of theory is ωB97M-V with the def2-TZVPD basis set.

The LUMO energy is 0.9 eV. Its spin multiplicity is 1. Its molar mass is 260.29 g/mol. As for the total charge: 0. The energy above the lowest of the compared OMol25 structures with the same formula, charge and spin comes out at 1.899 eV. The value obtained for the total energy is -23899.4293 eV. Its HOMO energy is -8.685 eV.

Each line ends with the natural charge from an NBO analysis.
Element x y z (Å)
C1 1.46 0.68 -3.68  -0.615
C2 1.22 -0.82 -3.50  -0.206
C3 -0.07 -1.28 -4.19  -0.385
C4 -1.32 -0.56 -3.65  -0.463
C5 -1.23 -0.53 -2.17  0.323
O1 -2.25 -0.21 -1.36  -0.256
N1 -1.82 -0.27 -0.08  -0.128
C6 -0.55 -0.62 -0.10  0.048
C7 0.24 -0.76 1.14  0.651
O2 1.43 -1.03 1.14  -0.612
N2 -0.49 -0.57 2.26  -0.593
C8 0.09 -0.58 3.59  -0.273
C9 -0.12 0.73 4.29  0.257
C10 -1.02 1.10 5.24  -0.302
C11 -0.78 2.47 5.50  -0.318
C12 0.24 2.83 4.67  0.093
O3 0.64 1.78 3.94  -0.393
C13 -0.11 -0.80 -1.43  -0.127
C14 1.20 -1.19 -2.01  -0.423
H1 2.45 0.94 -3.32  0.216
H2 1.39 0.96 -4.73  0.207
H3 0.74 1.26 -3.11  0.205
H4 2.05 -1.35 -3.98  0.209
H5 -0.19 -2.35 -4.03  0.207
H6 0.00 -1.11 -5.26  0.213
H7 -1.37 0.46 -4.04  0.226
H8 -2.23 -1.07 -3.97  0.234
H9 -1.46 -0.31 2.15  0.418
H10 -0.35 -1.38 4.18  0.212
H11 1.16 -0.76 3.45  0.254
H12 -1.75 0.48 5.71  0.225
H13 -1.30 3.10 6.19  0.228
H14 0.75 3.76 4.52  0.203
H15 1.33 -2.27 -1.89  0.223
H16 2.01 -0.71 -1.47  0.241